Entry from the OMol25 dataset: 7 unconnected molecules or ions with the total composition C20H31Cl8F9O6 (wB97M-V/def2-TZVPD).

XYZ file:
```
74
Properties=species:S:1:pos:R:3:forces:R:3
H -3.019564 0.480532 -4.445143 -0.52 -0.65 0.36
Cl 4.343082 -3.783491 2.700233 -0.32 0.36 -0.43
C 2.477565 1.317188 1.712098 0.25 -0.74 0.61
C -0.083119 4.935410 1.750576 -0.45 -0.89 -0.55
F -1.739196 -1.530600 -0.334157 -0.62 0.46 0.56
F 0.099167 -2.513435 0.227547 -0.09 -0.24 -0.14
C 0.320417 -0.374539 -0.714564 2.11 5.90 -2.20
H 3.418037 -1.720880 1.910296 -0.10 -0.25 0.27
H -5.669399 -5.632157 3.026040 -0.15 -0.04 0.17
H 2.583173 2.296021 2.179900 -0.03 -0.09 -0.10
C -7.244558 -4.176392 3.032849 -0.61 0.90 1.57
H 2.351026 2.837129 5.944673 0.22 -0.51 -0.08
C 1.282959 -3.246238 -4.612215 -0.13 -0.45 0.60
H 3.175349 2.348366 4.399181 -0.17 -0.01 0.14
H -1.834161 0.696951 -3.214467 0.26 0.60 -0.12
F -0.923289 5.948194 1.676183 -0.43 0.31 1.12
C 3.053212 3.119160 5.160129 -0.77 1.09 -0.50
C -3.014622 2.453039 -3.891440 0.19 -0.20 1.06
C 1.102526 2.643248 -5.192140 -0.07 1.06 -0.63
C 2.485032 4.439008 4.554866 1.13 -0.51 -0.13
Cl 0.382149 4.902057 -3.866925 0.34 -0.53 0.06
F -2.643118 -1.851960 4.040117 -0.09 -0.26 0.13
Cl 0.605561 -2.412695 -6.041078 0.27 -0.34 0.21
F -1.856234 -3.407994 2.765710 1.58 -0.95 0.26
C 4.619624 -2.397261 0.370948 1.35 0.63 -1.58
H 3.222839 4.950864 3.937010 0.14 0.13 0.31
H 2.017570 1.599731 -0.364918 -0.38 0.26 -0.03
O 1.381116 4.149511 3.680481 -1.63 2.11 -2.59
H 0.110484 2.491895 -5.617638 0.02 -0.12 0.14
H -2.901851 3.179110 -3.086323 0.06 -0.27 0.15
Cl 1.994983 1.144607 -5.255580 0.28 -0.87 0.20
C -2.899639 -2.702120 3.061387 -2.74 0.62 -1.88
H -8.133470 -4.791229 3.173970 0.12 -0.24 -0.54
F -0.723004 3.824116 2.158065 -0.22 0.17 -0.84
Cl 5.871982 -1.245362 0.937957 0.34 -0.12 0.03
H 4.032295 3.314095 5.597746 -0.10 0.11 0.06
H 0.708469 2.043274 0.820191 -0.30 -0.27 -0.48
Cl -3.795235 0.394676 -2.161885 -0.85 -0.09 0.37
C 1.010304 3.200014 -3.787771 -0.71 -0.11 -0.02
C -6.060968 -4.820638 2.412680 0.24 -1.00 0.38
O 1.002983 -0.007063 0.435475 -2.04 -1.87 -1.28
O 0.387923 0.413389 -1.723625 -1.05 -4.07 3.74
C -4.098723 -3.681753 3.336934 -0.63 -2.54 0.46
H 3.253625 -2.412697 -4.785776 -0.04 0.00 0.35
H 2.104075 0.599677 2.442714 -0.34 0.32 0.38
C -0.488270 -1.702112 -0.660210 1.08 0.57 0.21
H -7.520215 -3.213856 2.601991 -0.03 -0.24 -0.54
H 2.164835 5.071462 5.382862 -0.13 0.22 -0.26
H 0.244807 2.632962 -3.258083 0.24 0.06 0.24
H 1.624937 3.314040 -5.874209 -0.03 0.17 0.24
H 0.825693 -4.224595 -4.464488 -0.12 -0.04 -0.57
H 4.191218 -1.864067 -0.477741 -0.58 0.02 0.24
C -2.848690 0.982281 -3.492694 1.30 0.52 -1.23
C 1.503904 1.344222 0.561882 0.91 -0.05 -0.25
H -6.307539 -5.275676 1.453382 0.45 0.52 -0.32
H 3.172728 -3.839478 -3.693310 -0.30 0.21 0.09
Cl -4.662415 2.682432 -4.506339 -0.09 0.19 -0.34
F -3.204518 -2.010448 1.933852 0.11 0.47 0.49
H 5.103963 -3.252088 -0.101039 0.11 -0.17 0.55
H 2.758722 -3.088740 1.017223 0.02 -0.31 0.28
C 3.670951 -2.674212 1.446303 -0.90 -0.11 0.64
O 1.713623 6.198894 2.471284 -1.34 -3.18 1.33
F -0.478424 -2.246322 -1.860669 0.37 -0.50 -0.57
H 3.462082 0.900771 1.498966 0.10 0.30 -0.54
H 1.949297 3.150916 -3.236426 -0.09 0.27 -0.19
H -6.981000 -3.907944 4.055870 0.15 0.02 0.22
H 0.945048 -2.681351 -3.743407 0.34 0.26 -0.08
C 1.083844 5.156176 2.688529 3.41 2.08 1.47
C 2.791801 -3.383750 -4.607250 0.26 0.57 -0.55
F 0.352617 4.847715 0.473690 0.35 -1.11 0.56
Cl 3.464042 -4.392065 -5.924034 -0.29 -0.19 -0.09
H -2.262871 2.698615 -4.641550 -0.26 -0.07 -0.24
O -5.014522 -3.853862 2.272645 2.35 1.33 1.43
O -4.013023 -4.382678 4.332661 -0.78 1.44 -1.79
```
Forces are in eV/Å.

Properties
Kohn-Sham gap in Ha: 0.3915
SMILES string: CCOC(=O)C(F)(F)F.CCOC(=O)C(F)(F)F.CCOC(=O)C(F)(F)F.ClCCCl.ClCCCl.ClCCCl.ClCCCl
Relative energy (zero: lowest compared OMol25 entry of this formula, charge and spin) in kJ/mol: 187.0

Entry from the OMol25 dataset: a single C4H7NO2 molecule (wB97M-V/def2-TZVPD).

XYZ file:
```
14
Properties=species:S:1:pos:R:3:forces:R:3
C 0.485439 1.047351 -1.597124 -0.02 0.00 -0.05
H 1.106481 -2.623895 0.272427 -0.03 0.13 0.14
C -0.864315 -0.230227 0.286836 -0.24 0.10 0.05
H 1.132234 0.601255 0.469775 -0.07 -0.05 -0.10
H -0.194083 -0.431375 2.387311 -0.10 0.07 -0.05
N 0.147151 -1.117997 -0.297071 -0.06 0.13 -0.15
H -0.097810 0.537853 -2.369171 0.04 0.06 0.14
H 1.524255 1.115249 -1.935238 -0.14 -0.02 0.01
C 0.411037 0.303033 -0.291730 0.16 0.13 -0.03
O 0.919588 -1.776798 0.697802 0.13 -0.29 0.05
O -1.933433 0.593063 2.225309 0.31 -0.33 -0.14
H -1.793799 -0.173406 -0.275532 0.16 0.05 0.06
H 0.096075 2.063643 -1.477006 0.06 -0.14 -0.02
C -1.006859 -0.026668 1.755850 -0.21 0.16 0.06
```
Forces are in eV/Å.

Properties
Kohn-Sham gap in Ha: 0.3916
SMILES string: C[C@H]1[C@H](C=O)N1O
Relative energy (zero: lowest compared OMol25 entry of this formula, charge and spin) in kJ/mol: 349.0

Entry from the OMol25 dataset: 8 unconnected molecules or ions with the total composition C9H34N10O8 (wB97M-V/def2-TZVPD).

XYZ file:
```
61
Properties=species:S:1:pos:R:3:forces:R:3
N 3.188082 0.226607 -0.982869 0.92 3.37 1.44
H -1.470918 0.094607 -2.189869 -0.13 0.08 0.10
O 0.548082 -3.531393 -5.675869 1.70 5.58 3.82
H -0.973918 -1.380393 0.596131 0.42 -0.18 -0.07
H -2.594918 1.449607 -1.825869 -0.59 0.23 -0.70
H -0.782918 -2.503393 -3.698869 2.41 1.14 -0.21
N 2.307082 -1.057393 1.260131 2.13 -3.66 -0.04
N 0.185082 -2.051393 -3.827869 -3.72 -1.59 0.47
H 0.465082 -1.248393 -3.274869 -0.33 0.33 0.33
H -3.446918 -0.292393 3.797131 0.36 -0.27 0.70
H -2.584918 0.058607 -0.741869 0.29 0.16 -0.81
O -1.475918 3.687607 2.236131 -0.35 -5.70 4.04
H -0.515918 1.866607 -1.131869 1.28 0.94 -0.17
O 0.974082 2.861607 -1.629869 4.77 2.50 4.06
H -1.849918 -2.236393 2.558131 0.16 1.22 -0.01
C 0.867082 -2.433393 -4.897869 -3.75 -6.57 -2.95
H -1.033918 -3.938393 0.760131 -0.78 0.38 -0.34
H 2.456082 4.864607 -1.603869 0.19 0.17 -0.09
N -1.646918 1.330607 2.334131 -0.87 -0.53 -1.74
O -1.056918 1.322607 -0.568869 0.25 -0.35 0.94
H 0.447082 0.376607 0.509131 0.27 0.33 0.92
N 2.928082 -1.331393 -2.487869 -1.35 -2.19 -3.18
H -1.676918 1.351607 1.283131 -0.10 0.25 1.41
H 2.919082 1.157607 -0.542869 0.22 -1.34 -0.73
H 2.387082 -1.683393 -3.319869 1.05 0.03 1.80
C -0.868918 -2.239393 -0.086869 1.24 1.49 -0.22
C -1.955918 0.695607 -1.410869 -1.21 -1.06 0.71
H -5.307918 -0.992393 2.682131 0.67 0.12 -0.66
H -1.224918 -1.843393 -1.042869 0.06 -0.54 -0.06
H -2.047918 1.789607 4.864131 0.50 -0.44 -1.18
H 1.636082 1.823607 0.668131 -0.66 -0.85 0.88
C -1.586918 2.499607 2.976131 0.29 5.35 -7.54
N -1.526918 2.424607 4.251131 -0.54 2.34 6.93
H -4.433918 -2.014393 1.561131 0.32 -0.19 -0.08
H 2.763082 -1.922393 1.635131 -0.76 1.44 -0.44
N 0.844082 0.569607 1.461131 -3.25 2.04 -0.81
N 2.701082 4.283607 -0.817869 2.91 5.24 -1.34
H -4.095918 -0.298393 1.567131 0.31 0.94 -0.52
H 3.905082 -1.539393 -2.638869 0.05 0.53 0.74
H 3.427082 4.758607 -0.162869 -2.25 -1.90 -1.27
H 4.195082 0.134607 -1.124869 -0.63 -0.24 0.01
H 2.597082 -2.115393 -5.787869 -0.79 0.67 0.68
H -1.791918 0.422607 2.794131 0.50 0.75 -0.35
H -1.522918 3.327607 4.794131 0.28 -1.08 -1.49
H 3.169082 2.724607 0.810131 -2.29 -0.41 -0.63
C -4.307918 -1.131393 2.183131 -2.03 -1.49 1.46
H 0.201082 -2.551393 -0.173869 -0.74 0.51 -0.06
C 1.956082 3.235607 -0.733869 -5.73 -2.62 -3.80
O -2.023918 -1.296393 2.810131 1.30 -2.17 -0.02
H 2.132082 -0.838393 -4.716869 -0.25 1.26 0.05
N 1.949082 -1.733393 -5.075869 3.92 -0.56 -3.21
H -3.530918 -2.029393 3.992131 -0.37 -1.72 1.42
N 2.258082 2.502607 0.298131 3.33 -0.31 2.33
C 2.367082 -0.288393 -1.882869 -4.86 0.87 -1.84
C 1.442082 -0.452393 2.040131 -0.06 -1.25 7.79
O -1.651918 -3.281393 0.383131 -0.09 -1.78 0.82
O 1.083082 0.073607 -2.130869 5.93 -1.93 1.37
C -3.309918 -1.273393 3.325131 -1.16 3.06 -2.20
O 1.293082 -0.719393 3.380131 0.71 0.94 -6.43
H 2.585082 -0.757393 0.318131 -0.42 -0.05 0.98
H 0.123082 1.090607 2.059131 1.30 -1.28 -1.02
```
Forces are in eV/Å.

Properties
Kohn-Sham gap in Ha: 0.3169
SMILES string: NC(N)=O.NC(N)=O.NC(N)=O.NC(N)=O.NC(N)=O.CCO.CO.CO
Relative energy (zero: lowest compared OMol25 entry of this formula, charge and spin) in kJ/mol: 140.1

Entry from the OMol25 dataset: 5 unconnected molecules or ions with the total composition C34H41BCl8N (wB97M-V/def2-TZVPD).

XYZ file:
```
85
Properties=species:S:1:pos:R:3:forces:R:3
H 3.205674 3.719889 1.736125 0.09 0.06 0.03
H -1.020907 3.577418 8.614187 0.02 -0.01 0.00
C -0.073931 -1.534146 -0.530592 -0.03 0.78 -0.03
H -2.501375 -6.780878 -1.166903 -0.03 0.09 0.00
H 4.234464 0.061203 0.454371 -0.33 0.15 -0.48
C -7.362341 -3.476961 0.990082 -0.10 0.02 -0.02
C -0.040549 0.315787 1.486237 -0.15 0.52 -0.49
C 1.430816 2.255137 -0.718258 1.13 -0.28 -0.35
C 6.184959 -1.209810 1.357692 0.62 0.44 0.31
C 1.238441 3.392263 -6.507625 0.11 -0.05 -0.06
H 5.656097 -1.600373 0.494014 -0.18 -0.04 -0.01
H 2.924668 2.382008 -7.352312 0.00 0.02 0.00
C 0.615601 -5.775355 -3.192550 0.01 -0.18 0.04
H -0.607343 2.265875 1.920991 -0.09 0.00 0.05
H 1.186226 -7.833604 -3.064864 0.01 0.02 0.00
H 6.943249 0.768833 1.045426 0.13 0.20 0.11
Cl -2.658559 -4.028423 -1.691880 0.06 -0.03 -0.11
H -0.322485 -0.602436 2.004726 -0.03 -0.19 -0.06
C -1.455052 -5.183123 -2.130329 -0.12 -0.01 0.08
H 2.258027 0.269361 -0.223177 0.30 -0.03 -0.12
B 0.028329 0.096159 -0.168559 0.08 -0.70 0.47
C -1.625786 -6.503214 -1.737288 0.07 -0.15 -0.01
C 6.062017 0.323350 1.501632 -0.40 -0.45 -0.62
H -0.941709 0.677816 -0.647586 -0.04 0.14 -0.14
N -1.038080 1.350806 1.915538 0.03 -0.32 0.05
C 3.952352 1.700153 1.830046 -0.03 0.19 -0.25
C 0.102645 3.820034 5.432833 0.16 -0.07 0.07
H 2.578689 0.326902 -6.009424 -0.01 -0.01 0.02
C -2.181957 4.267552 6.944920 0.05 -0.01 0.00
Cl -0.865890 4.688039 -5.456132 -0.06 0.01 0.03
H 7.236890 -1.475436 1.239802 0.05 -0.14 -0.02
C 0.180180 3.318691 -5.613179 0.09 0.03 -0.09
H -0.817459 -8.484321 -1.758903 -0.02 0.00 0.01
C -0.331176 -4.815486 -2.859424 0.13 0.08 -0.10
H -4.857692 -2.388721 -1.001632 0.05 -0.01 0.07
H -0.730139 -1.675355 -1.386798 -0.02 -0.05 -0.05
C -6.906676 -1.793747 -1.165932 -0.06 -0.02 0.02
H 0.595470 2.651393 -0.139064 -0.16 -0.09 0.06
C 0.847416 1.090797 -5.014367 0.17 -0.08 -0.10
H 1.005286 3.182240 7.264251 0.05 -0.01 -0.08
Cl -0.081256 -3.189062 -3.359900 -0.01 -0.20 -0.34
H 3.439072 0.969935 2.456088 -0.10 -0.08 0.05
C -6.080475 -3.345821 0.472163 0.12 0.00 -0.02
H 0.694437 0.198553 -4.422943 -0.06 0.06 0.08
Cl -7.689633 -4.510029 2.339434 0.03 -0.04 0.03
C 2.933010 2.751849 1.314148 0.19 -0.34 -0.14
Cl -1.313951 2.016948 -3.742823 0.00 0.06 0.03
C 2.720029 2.919298 -0.199067 -0.72 0.43 0.02
H -9.410657 -2.879583 0.831370 0.03 -0.05 0.06
H 0.914628 -1.913771 -0.812539 0.04 -0.31 0.09
H 3.567193 2.631787 -0.818695 0.17 -0.18 0.10
H 1.489384 -5.486529 -3.759368 -0.02 0.09 0.00
Cl -4.743535 -4.207735 1.141281 -0.09 -0.01 0.11
H 1.387890 4.292826 -7.087022 -0.07 0.04 0.04
Cl -1.101471 4.622992 3.132957 0.02 0.11 0.00
C -0.020476 2.164611 -4.866892 -0.11 -0.11 0.14
H 1.958643 2.510590 1.734210 -0.12 0.02 0.09
C 4.789604 0.916764 0.815256 0.80 -0.32 1.10
C 1.904872 1.166600 -5.904499 -0.02 0.06 -0.02
H 1.321895 2.614302 -1.744960 -0.34 0.19 -0.04
C 1.438188 0.714487 -0.784144 -1.46 0.43 0.31
H -9.012297 -1.381811 -1.087393 -0.01 0.00 0.02
H 0.964213 0.580331 1.859106 0.04 -0.08 0.23
C -0.679346 -7.457407 -2.070524 0.03 0.02 -0.03
C 2.099932 2.318318 -6.654788 -0.02 -0.04 0.03
H -1.379615 1.150976 2.850097 0.20 0.25 0.10
C 0.443452 -7.092366 -2.800755 -0.04 0.01 0.02
H -0.492311 -2.141156 0.278151 0.09 -0.11 0.11
H 5.860920 -1.695399 2.274716 -0.34 -0.24 -0.11
C -1.031300 3.783503 7.552136 -0.03 0.02 -0.04
C -2.189866 4.523934 5.584257 -0.05 -0.01 0.16
H -6.722043 -1.133646 -2.002352 0.03 0.00 0.00
Cl 1.540960 3.531050 4.525184 -0.04 0.00 -0.04
H 4.652981 2.204629 2.496403 0.08 0.13 0.07
H 5.139551 1.530925 -0.006515 -0.29 0.08 -0.24
C -1.049593 4.301192 4.824876 -0.11 0.03 -0.10
H -3.074502 4.443508 7.530451 -0.01 0.00 -0.02
C -8.188491 -1.931235 -0.651793 0.06 -0.01 -0.01
H 1.471098 0.428571 -1.838812 0.46 -0.24 -0.07
H 2.581389 3.991167 -0.376368 0.16 0.12 -0.02
H -3.084593 4.896688 5.105937 0.04 -0.01 -0.09
C 0.107378 3.560799 6.796382 -0.10 0.02 0.13
C -5.856421 -2.500028 -0.605546 -0.05 0.08 -0.09
H 6.067305 0.559459 2.561747 0.08 0.19 0.13
C -8.414581 -2.771326 0.425250 -0.05 0.09 -0.09
```
Forces are in eV/Å.

Properties
Net charge: -1
Kohn-Sham gap in Ha: 0.2305
Relative energy (zero: lowest compared OMol25 entry of this formula, charge and spin) in kJ/mol: 0.0

E_LUMO? In order: -0.04 0.90 -0.10 2.34 eV.